The following is a DFT calculation (ωB97M-V/def2-TZVPD) of a molecular structure, C24H25HfN4O6S2Te.

Atoms and positions in Å:
Hf (-1.1212, -0.1103, -0.2969)
O (-2.0021, -5.1955, -3.5588)
C (-1.6580, -4.1639, -3.0756)
C (-2.2836, -2.7833, -3.3322)
O (-3.2955, -2.5648, -3.9507)
C (-1.5004, -1.8585, -2.4998)
C (-0.6145, -2.5279, -1.6916)
O (-0.1038, -1.8203, -0.6732)
C (-0.5965, -3.9823, -1.9761)
O (0.0094, -4.8595, -1.4306)
O (-1.7095, -0.5729, -2.1929)
Te (1.9559, 1.7707, -1.8756)
C (2.3549, 3.7927, -1.4217)
C (1.7217, 4.7882, -2.1540)
C (1.9628, 6.1185, -1.8294)
C (2.8267, 6.4387, -0.7927)
C (3.4578, 5.4349, -0.0713)
C (3.2251, 4.1004, -0.3829)
H (1.0534, 4.5377, -2.9664)
H (1.4780, 6.9032, -2.3955)
H (3.0164, 7.4758, -0.5494)
H (4.1428, 5.6861, 0.7284)
H (3.7290, 3.3161, 0.1664)
N (-4.5103, -0.4008, -2.0268)
C (-4.0128, -0.2946, -0.8206)
S (-3.3889, 1.2219, -0.2346)
N (-3.8495, -1.3767, -0.0347)
C (-4.1694, -2.7418, -0.3719)
C (-3.2142, -3.7093, -0.0869)
C (-3.4622, -5.0332, -0.4066)
C (-4.6632, -5.3845, -1.0133)
C (-5.6216, -4.4166, -1.2708)
C (-5.3856, -3.0889, -0.9389)
H (-4.3931, 0.3839, -2.6492)
H (-4.6747, -1.3016, -2.4638)
H (-3.7053, -1.1765, 0.9470)
H (-2.2751, -3.4190, 0.3744)
H (-2.7096, -5.7836, -0.2051)
H (-4.8477, -6.4148, -1.2843)
H (-6.5618, -4.6912, -1.7290)
H (-6.1505, -2.3405, -1.1062)
C (-3.0689, 1.1180, 3.4280)
N (-1.7831, 1.7041, 3.0560)
C (-1.8356, 3.1450, 2.7990)
C (-0.7064, 0.9551, 2.7864)
S (-0.8892, -0.7005, 2.2200)
N (0.5123, 1.4325, 2.9867)
C (0.7848, 2.5571, 3.8829)
C (1.7219, 0.8127, 2.4431)
H (-3.5283, 1.7683, 4.1726)
H (-2.9342, 0.1340, 3.8631)
H (-3.7361, 1.0604, 2.5666)
H (-2.7666, 3.3443, 2.2674)
H (-1.0141, 3.4431, 2.1554)
H (-1.8360, 3.7290, 3.7194)
H (-0.0152, 2.6600, 4.6106)
H (0.9188, 3.4933, 3.3420)
H (1.7032, 2.3323, 4.4218)
H (1.5266, 0.2853, 1.5160)
H (2.1404, 0.1012, 3.1566)
H (2.4461, 1.6021, 2.2538)
O (-0.1563, 2.3968, 0.1514)
C (0.3324, 1.5630, -0.6102)

- LUMO level (eV) = -3.62
- multiplicity = 1
- relative energy (zero: lowest compared OMol25 entry of this formula, charge and spin) (kJ/mol) = 0.0
- gap between HOMO and LUMO (Eh) = 0.2753
- total charge = +1
- E_HOMO (eV) = -11.1